2 unconnected molecules or ions with the total composition C7H10Cl3NO3 at a distorted geometry. Source: the Open Molecules 2025 dataset; level of theory: ωB97M-V/def2-TZVPD.

```
! wB97M-V def2-TZVPD RIJCOSX def2/J DEFGRID3
* xyz 0 1
C 0.867 0.516 0.228
C 1.259 -0.109 1.563
C 0.449 0.177 -2.643
C -1.445 -1.320 -1.864
C -1.543 1.365 -1.452
C -0.652 0.056 -1.649
C 1.116 -0.227 4.360
N 0.192 -0.144 2.498
O 1.423 1.543 -0.085
O 0.570 -1.290 1.845
O -0.040 -0.233 -0.357
Cl 2.764 0.195 4.329
Cl 0.184 0.924 5.157
Cl 0.792 -1.908 4.809
H 2.231 -0.010 1.925
H 1.159 1.002 -2.333
H 1.026 -0.708 -2.899
H -0.123 0.520 -3.614
H -2.078 -1.566 -2.741
H -2.125 -1.455 -0.986
H -0.819 -2.150 -1.753
H -0.803 2.032 -1.309
H -2.226 1.685 -2.386
H -2.178 1.106 -0.642
*
```

The relative energy (zero: lowest compared OMol25 entry of this formula, charge and spin) comes out at 17.4 kcal per mole. The electronic energy is -52615.73452 eV. For the LUMO energy (spin up / spin down), the calculation gives -0.003 / -0.003 hartree. The calculation puts the HOMO energy (spin up / spin down) at -9.22 / -9.22 eV. As for the molecular weight: 262.52 g/mol. Its frontier orbital gap (spin up / spin down) is 9.1 / 9.1 eV.